(1)
# C21H45AgN2O16PbS

A structure of composition C21H45AgN2O16PbS at a distorted geometry (wB97M-V/def2-TZVPD, the OMol25 dataset).

```
87
Properties=species:S:1:pos:R:3:forces:R:3:lowdin_charge:R:1
Pb 21.64557 6.44969 9.25053 -0.5 2.2 1.1 1.810
Ag 22.53971 8.37335 12.63235 1.8 -0.5 2.0 0.840
C 18.08188 13.29719 12.41674 -1.0 -0.2 -0.5 -0.025
C 19.33426 12.70754 12.97052 0.5 -0.4 0.8 -0.258
C 20.03748 13.71655 13.88975 0.1 0.3 0.0 -0.198
O 21.14813 13.19586 14.55181 0.7 -0.6 -0.1 -0.165
C 22.26145 12.82328 13.69474 -0.4 0.4 1.0 -0.049
N 19.06315 11.33199 13.75721 0.3 1.3 -1.6 0.251
H 18.89120 10.65630 13.02647 -0.4 -0.3 -0.7 0.083
H 19.92906 10.98693 14.14607 0.3 0.4 1.0 0.143
H 18.26690 11.33976 14.37852 0.0 0.3 0.6 0.163
H 17.69953 12.83475 11.50676 0.3 -0.2 -0.1 0.082
H 18.26682 14.34325 12.17252 -0.1 0.0 0.1 0.112
H 17.24213 13.23371 13.10876 0.1 0.3 0.3 0.103
H 20.00093 12.33178 12.19433 0.0 0.2 -0.1 0.127
H 19.34898 14.17689 14.59838 -0.2 -0.7 0.6 0.149
H 20.32021 14.63622 13.37751 0.1 -0.2 -1.0 0.147
H 23.09380 12.59616 14.36085 -0.2 -0.3 0.1 0.106
H 22.64637 13.63617 13.07899 -0.5 0.2 -0.2 0.099
H 21.96821 11.96202 13.09446 0.3 -0.1 -0.2 0.049
C 17.58275 7.51764 14.99533 0.3 -0.5 0.0 -0.007
C 18.34398 6.44161 14.12642 -0.5 0.5 0.1 -0.199
C 17.62915 5.06878 14.18464 -0.4 -0.4 -0.9 -0.206
O 16.32924 5.16065 13.66070 -0.5 0.6 -0.4 -0.189
C 15.58344 3.93172 13.64455 0.3 -0.6 0.5 -0.055
N 18.50088 6.91670 12.63515 -1.0 -0.8 0.5 0.227
H 19.04277 7.75024 12.45722 -0.1 0.8 0.7 0.073
H 18.99732 6.26152 12.04830 0.2 -0.8 0.3 0.135
H 17.60321 7.02679 12.18553 -0.7 0.2 0.0 0.164
H 18.00437 8.51682 15.10475 0.4 0.0 -0.8 0.059
H 17.57169 7.23154 16.04705 0.2 -0.7 -0.1 0.100
H 16.52516 7.61590 14.75047 0.1 -0.2 -0.4 0.094
H 19.39963 6.29144 14.35260 -0.2 0.1 0.7 0.123
H 17.61807 4.63822 15.18594 0.1 0.5 0.5 0.146
H 18.13649 4.30287 13.59805 0.7 0.1 -0.3 0.114
H 14.56989 4.04148 13.25884 0.2 0.7 0.2 0.104
H 15.54312 3.50914 14.64850 -0.2 0.2 0.2 0.098
H 16.02315 3.14126 13.03634 0.5 0.2 -0.3 0.089
C 24.92924 7.50441 10.01466 -1.3 0.0 -1.2 -0.077
O 23.68085 7.38599 10.68469 1.6 -0.3 -0.8 -0.227
H 25.44346 8.45881 10.12774 -0.3 0.6 0.5 0.128
H 25.72491 6.81961 10.30799 -0.1 -0.6 0.9 0.142
H 24.78446 7.32575 8.94919 0.1 0.1 -0.1 0.089
S 20.50624 8.97770 10.85769 -0.3 3.7 -1.2 0.136
O 21.67903 9.73364 11.18519 1.9 2.9 -0.3 -0.381
O 20.44895 8.71999 9.41038 -0.4 -0.8 -1.8 -0.431
O 20.81830 7.69280 11.40800 -0.5 -6.9 1.2 -0.569
O 19.36690 9.57964 11.51347 -1.2 -0.7 -0.4 -0.305
C 23.32697 1.69826 14.48605 -0.9 -0.3 -0.3 0.005
C 22.16130 2.46999 13.78440 1.9 -3.1 1.7 -0.258
C 20.91078 2.76114 14.66399 0.6 -1.2 -1.4 -0.067
O 20.77637 4.12142 14.36971 -0.4 3.0 -0.2 0.035
C 21.83264 4.65226 13.67563 -0.7 -2.0 1.4 -0.575
O 21.96279 5.79253 13.37073 -0.5 2.1 -0.5 0.093
O 22.70052 3.72463 13.39862 -0.1 0.2 -0.4 0.122
H 23.12143 0.62938 14.42806 -0.1 -0.1 0.0 0.094
H 23.43292 1.90744 15.55053 0.0 0.4 -0.1 0.092
H 24.26469 1.85519 13.95299 -0.1 0.2 0.1 0.091
H 21.92807 1.89781 12.88645 -0.3 0.3 -0.1 0.154
H 20.90101 2.52425 15.72789 0.8 0.5 0.1 0.149
H 20.04514 2.21733 14.28579 0.0 0.1 -0.3 0.135
C 22.71893 13.56297 9.82154 1.1 0.2 0.0 0.009
C 23.53739 12.29466 10.17560 -3.2 1.3 0.8 -0.338
C 23.56629 11.19558 9.15925 0.0 -0.7 -0.3 -0.099
O 24.94060 11.14822 8.78416 -0.3 -0.4 -0.8 0.076
C 25.60816 12.10002 9.47047 5.9 0.0 -1.5 -0.569
O 26.79638 12.38949 9.32644 -3.4 -1.2 0.0 0.158
O 24.87133 12.60533 10.38926 -1.1 1.6 2.2 0.144
H 23.08982 13.94739 8.87140 -0.5 0.1 -0.2 0.103
H 22.92557 14.34465 10.55255 0.4 0.0 0.1 0.084
H 21.63497 13.47108 9.88993 0.0 -0.6 -0.5 0.077
H 23.03699 11.95311 11.08172 0.6 -0.4 0.4 0.108
H 22.90276 11.34681 8.30780 0.3 0.2 -0.2 0.146
H 23.28203 10.25328 9.62761 0.1 -0.2 -0.1 0.084
C 18.41474 11.16878 8.82164 -0.5 -1.3 -0.4 -0.019
C 18.10797 10.19665 7.66137 0.2 0.7 -0.7 -0.301
C 16.80534 9.37024 7.70598 0.8 -0.1 1.9 -0.124
O 16.25749 9.40982 6.43324 0.1 0.1 0.2 0.101
C 16.85025 10.41847 5.77800 -0.9 1.5 -3.9 -0.529
O 16.48468 10.79138 4.68127 1.0 -0.7 2.5 0.172
O 17.90007 10.94708 6.45451 -0.3 -0.3 0.1 0.087
H 19.48037 11.39315 8.86855 -0.1 0.2 -0.1 0.075
H 18.15680 10.58692 9.70651 0.0 0.4 0.4 0.049
H 17.81332 12.07581 8.76090 0.0 -0.1 -0.1 0.101
H 18.97193 9.55446 7.49030 0.1 -0.1 0.0 0.124
H 16.17341 9.83760 8.46119 -0.6 -0.1 -0.1 0.135
H 16.99088 8.33194 7.98096 -0.1 0.0 0.1 0.128
```
Forces are in eV/Å.

Output
- Lowest unoccupied orbital energy (spin up / spin down): -0.421 / -0.458 Ha
- Multiplicity: 2
- Charge: +3
- Highest occupied orbital energy (spin up / spin down): -15.817 / -15.817 eV
- Gap between HOMO and LUMO (spin up / spin down): 4.355 / 3.359 eV



(2)
# C21H45BiOP3Se

A structure of composition C21H45BiOP3Se at a distorted geometry (wB97M-V/def2-TZVPD, the OMol25 dataset).

```
72
Properties=species:S:1:pos:R:3:forces:R:3:lowdin_charge:R:1
Bi 0.84008 1.07265 -0.43134 -0.5 -1.9 3.2 1.546
P -0.04209 -1.70342 2.01949 -0.1 -0.2 0.2 0.743
P 1.79404 -1.45301 -1.10918 1.0 -1.6 -1.1 0.668
P -1.87632 1.41400 0.85943 -1.5 1.2 -0.1 0.745
H 0.65848 1.71541 -4.22646 -0.7 -0.6 1.9 0.129
C 0.44269 2.07525 -3.16407 3.6 2.4 0.0 0.008
C 1.57904 2.34120 -2.30272 -2.0 0.9 -2.6 -0.336
H 2.57324 1.93185 -2.45100 -0.1 -0.4 -0.5 0.063
C -1.42317 -2.91000 2.00625 0.0 0.1 -0.5 -0.264
C 1.21691 -2.82740 2.72613 0.4 0.0 -0.1 -0.278
C -0.45122 -0.88011 3.59146 0.2 0.4 0.2 -0.280
C 2.35547 -1.49107 -2.84900 -0.3 0.6 -0.2 -0.239
C 3.37782 -1.81328 -0.27195 0.1 0.9 0.6 -0.225
C 1.11393 -3.13440 -1.01316 -1.2 -0.1 0.2 -0.254
C -2.72924 2.57027 -0.27198 0.4 -0.2 -0.6 -0.269
C -1.83527 2.43780 2.37601 1.1 -0.1 0.3 -0.222
C -3.30668 0.37191 1.31495 0.4 -1.1 -0.3 -0.221
H -0.41338 2.75708 -3.04070 0.1 -0.7 0.0 0.089
H 1.68444 3.30059 -1.73958 -0.8 -0.8 -0.1 0.089
H -1.39112 -3.46666 2.94424 -0.1 0.0 -0.1 0.064
H -1.31850 -3.60217 1.16753 -0.1 0.0 0.1 0.042
H -2.38265 -2.39651 1.91265 0.0 -0.1 0.0 0.027
H 0.75405 -3.26710 3.61378 0.2 -0.1 -0.1 0.058
H 2.10603 -2.26987 3.03503 -0.1 -0.2 0.0 0.032
H 1.50482 -3.63266 2.04558 0.0 0.1 0.1 0.044
H -0.24578 -1.59335 4.39541 -0.2 0.2 0.0 0.062
H -1.50206 -0.59405 3.63313 0.0 0.0 0.1 0.026
H 0.18286 0.00173 3.72421 -0.1 -0.1 0.1 0.028
H 2.85608 -2.46287 -2.98363 -0.2 0.4 -0.1 0.077
H 3.06262 -0.67916 -3.05446 -0.1 -0.2 -0.1 0.058
H 1.49489 -1.41186 -3.53017 0.3 -0.1 0.1 0.052
H 3.83449 -2.64838 -0.82677 -0.2 0.3 0.1 0.085
H 3.19457 -2.12825 0.76489 0.1 0.2 -0.3 0.045
H 4.04648 -0.94171 -0.29172 0.0 -0.4 0.1 0.056
H 1.87072 -3.80624 -1.44626 -0.1 0.4 0.2 0.088
H 0.19725 -3.21094 -1.61035 0.3 0.0 0.2 -0.039
H 0.89594 -3.43478 0.01727 0.1 0.1 -0.3 0.015
H -3.69595 2.82729 0.18473 0.3 0.0 -0.2 0.072
H -2.89335 2.08006 -1.24201 -0.1 0.2 0.2 0.052
H -2.13480 3.47878 -0.42395 -0.2 -0.1 0.0 0.059
H -2.73126 3.07576 2.37522 0.2 -0.2 -0.1 0.084
H -0.93549 3.06402 2.41603 -0.3 0.0 0.1 0.042
H -1.84949 1.78846 3.25959 0.1 0.2 -0.2 0.055
H -4.15135 1.05189 1.50126 0.4 -0.1 -0.1 0.086
H -3.10466 -0.20583 2.22399 -0.1 0.1 -0.3 0.036
H -3.55366 -0.30679 0.49109 -0.1 0.1 0.2 0.045
C -2.67725 -0.94913 -3.51125 -1.0 1.2 -1.2 -0.622
C -1.80534 -0.20168 -4.34594 0.5 -0.9 0.7 -0.167
C -2.27827 0.54492 -5.41657 -1.0 0.5 -0.4 -0.082
C -3.66235 0.61166 -5.71569 0.9 -0.1 0.5 -0.041
C -4.51963 -0.08325 -4.86859 -1.1 0.9 0.2 -0.060
C -4.05063 -0.77524 -3.75101 0.1 -0.6 0.3 -0.136
Se -2.19002 -2.42196 -2.39460 0.4 0.3 0.6 0.907
H -2.94946 -2.11685 -1.13583 0.2 0.1 -0.7 -0.143
H -0.71715 -0.24361 -4.17573 -0.5 -0.2 -0.1 0.059
H -1.60162 1.11160 -6.05298 0.1 -0.2 0.2 0.109
H -4.06067 1.25839 -6.51864 0.4 -0.7 0.4 0.131
H -5.61408 0.02954 -5.03484 0.9 -0.3 0.2 0.135
H -4.73009 -1.24797 -3.02539 0.0 0.1 -0.8 0.107
C 4.11297 1.48928 3.51421 -0.2 -0.4 0.1 -0.120
C 3.27860 2.77286 3.52649 0.0 0.3 -0.4 -0.124
C 1.98491 2.43178 2.78166 -0.3 0.3 0.0 -0.207
O 2.09002 1.08098 2.27672 -0.5 0.1 -0.2 -0.329
C 3.40953 0.56615 2.51431 0.6 -0.4 -0.3 -0.191
H 5.14737 1.65968 3.21422 -0.1 0.0 0.1 0.128
H 4.11517 1.02365 4.49725 0.1 0.0 0.0 0.124
H 3.79412 3.57287 2.98927 0.0 0.0 0.2 0.123
H 3.06325 3.11607 4.53659 0.1 0.0 -0.1 0.127
H 1.09867 2.50607 3.43272 0.3 -0.2 -0.2 0.112
H 1.82731 3.10430 1.91932 0.0 -0.1 0.2 0.098
H 3.94146 0.55203 1.54658 0.0 0.0 0.3 0.104
H 3.32371 -0.47631 2.87880 0.0 0.6 -0.2 0.111
```
Forces are in eV/Å.

Output
- Lowest unoccupied orbital energy (spin up / spin down): -0.446 / -0.446 Ha
- Charge: +3
- Highest occupied orbital energy (spin up / spin down): -15.829 / -15.829 eV
- Gap between HOMO and LUMO (spin up / spin down): 3.688 / 3.689 eV
- Energy above the lowest of the compared OMol25 structures with the same formula, charge and spin: 42.8 kcal per mole



(3)
# C21H45BrNO4PS

A cluster of 3 separate species, C21H45BrNO4PS in total at a distorted geometry (wB97M-V/def2-TZVPD, the OMol25 dataset).

```
74
Properties=species:S:1:pos:R:3:forces:R:3:lowdin_charge:R:1
C 6.48716 -0.04770 0.40299 0.2 -1.0 -0.9 -0.108
C 7.56676 1.03010 -0.23113 1.3 -0.8 1.2 -0.242
O 7.12202 2.43142 -0.19381 -1.2 -2.1 -1.0 -0.221
C 5.82526 2.62950 -0.85866 -0.7 1.6 -0.6 -0.167
C 4.77571 3.16802 0.29240 1.1 0.5 1.2 -0.164
O 3.64485 3.95799 -0.23969 -0.6 -1.8 1.7 -0.200
C 2.37619 3.57172 0.41929 -0.1 -1.3 -1.0 -0.132
C 1.93636 2.07652 -0.18675 -0.4 -0.4 -0.4 -0.226
C 1.80709 1.91465 -1.81311 2.2 2.7 -1.1 -0.234
O 2.39509 2.69280 -2.72586 -4.2 -5.4 5.2 -0.006
N 0.93341 0.68110 -1.93201 -0.5 2.4 -0.9 -0.011
C 0.44201 0.09186 -0.61356 -1.0 1.6 -1.9 -0.488
P 1.48176 -1.42734 -0.10499 2.4 0.3 1.0 0.596
O 2.92759 -1.40433 -1.12666 -1.4 1.3 1.5 -0.408
Br 0.36309 -3.38991 -0.50379 0.5 1.3 -0.9 0.265
C 0.49611 1.44993 0.34771 1.4 -1.3 0.0 -0.533
S 0.86882 1.14698 2.16015 -0.4 -0.7 0.5 0.664
H 6.18807 -0.77410 -0.48594 0.3 1.4 1.9 0.079
H 5.51957 0.44001 0.84483 2.0 -0.8 -0.8 0.062
H 6.97840 -0.75712 1.22711 -1.0 1.8 -1.8 0.092
H 8.52471 0.97055 0.47907 -2.1 0.5 -1.6 0.129
H 7.97139 0.68386 -1.29933 -1.3 0.9 2.1 0.134
H 5.43989 1.71894 -1.48434 0.8 1.5 1.4 0.134
H 5.96730 3.52184 -1.63886 -0.4 -1.9 1.7 0.151
H 4.42722 2.31500 1.04918 0.6 1.7 -1.8 0.120
H 5.40402 3.92483 0.96909 -1.1 -1.7 -1.5 0.149
H 2.48292 3.51380 1.60424 -0.3 0.2 -2.6 0.130
H 1.52509 4.30977 0.08062 2.0 -1.3 0.8 0.133
H 2.69510 1.19636 0.07979 -1.3 2.1 -0.2 0.116
H 0.04966 1.06353 -2.33420 1.1 -0.5 -0.5 0.110
H -0.62225 -0.31468 -0.88471 1.8 0.9 1.0 0.125
H 3.54987 -0.69693 -0.73361 -1.4 -1.6 -0.7 0.042
H -0.45206 2.13830 0.30401 1.9 -1.4 -0.4 0.113
H 0.65408 -0.20116 2.52242 -0.1 1.3 -1.1 -0.134
C -4.77723 -6.85405 2.57854 -0.2 0.1 0.0 -0.117
C -3.68985 -6.28582 1.67973 0.1 -0.1 -0.1 -0.275
C -2.27595 -6.66164 2.12890 0.1 0.1 -0.1 -0.227
C -1.86621 -6.14126 3.51131 -0.1 0.0 0.1 -0.227
C -1.94557 -4.62264 3.68982 0.1 -0.1 0.1 -0.271
C -1.01303 -3.85906 2.76293 -0.1 0.1 0.0 -0.149
H -4.70485 -6.46417 3.59725 0.0 -0.1 -0.1 0.066
H -5.76537 -6.58413 2.18949 0.1 -0.1 0.1 0.071
H -4.71733 -7.94597 2.62014 0.0 0.1 0.0 0.076
H -3.79599 -5.19824 1.61691 0.1 0.0 0.0 0.098
H -3.84384 -6.66842 0.66400 0.0 0.1 0.1 0.105
H -1.56243 -6.30178 1.37798 0.0 0.0 0.1 0.098
H -2.18271 -7.75503 2.13069 0.0 0.1 0.0 0.110
H -0.83837 -6.46823 3.71295 -0.1 0.0 0.0 0.110
H -2.48797 -6.61695 4.27870 0.1 0.0 -0.1 0.101
H -1.68098 -4.38079 4.72569 -0.1 0.0 -0.1 0.105
H -2.97403 -4.27246 3.54684 0.1 -0.1 0.0 0.100
H 0.02704 -4.16258 2.91998 -0.1 0.0 -0.1 0.078
H -1.08475 -2.78437 2.95895 0.1 -0.1 -0.1 0.066
H -1.26547 -4.02092 1.71114 0.0 0.0 0.2 -0.002
C -4.84205 1.72645 -2.92214 0.0 -0.2 0.1 -0.116
C -4.67104 2.88927 -1.95686 -0.1 0.1 -0.1 -0.275
C -4.21079 4.17944 -2.63932 0.0 0.1 0.1 -0.227
C -2.83797 4.10960 -3.31770 0.0 -0.2 -0.1 -0.220
C -1.67538 3.71062 -2.40470 0.1 0.1 -0.2 -0.275
C -1.43233 4.69849 -1.27471 0.1 0.0 0.2 -0.099
H -3.89748 1.45631 -3.40156 -0.1 0.0 0.0 0.064
H -5.20622 0.84320 -2.38560 0.0 0.1 -0.2 0.071
H -5.56927 1.97136 -3.70236 0.1 0.0 0.0 0.077
H -3.97476 2.60691 -1.16092 0.0 0.1 0.0 0.095
H -5.63402 3.07998 -1.46890 0.1 0.0 0.0 0.106
H -4.21000 4.98716 -1.89764 0.0 0.0 -0.1 0.102
H -4.95392 4.46666 -3.39395 0.1 0.0 0.1 0.111
H -2.62064 5.09011 -3.75974 0.0 -0.1 0.1 0.113
H -2.88161 3.40561 -4.15689 0.0 0.1 0.1 0.104
H -0.76467 3.64508 -3.01119 -0.1 0.0 0.0 0.106
H -1.83928 2.70988 -1.98940 -0.1 0.0 0.0 0.083
H -1.22288 5.69802 -1.66918 0.0 -0.1 0.1 0.085
H -0.57024 4.38310 -0.67818 -0.1 0.1 0.0 0.037
H -2.29277 4.76514 -0.60287 0.1 0.0 0.0 0.073
```
Forces are in eV/Å.

Output
- Lowest unoccupied orbital energy: -0.014 Ha
- Charge: 0
- Highest occupied orbital energy: -8.920 eV
- Gap between HOMO and LUMO: 8.538 eV
- Structure (SMILES): CCOCCOC[C@@H]1C(=O)N[C@@H](P(O)Br)[C@H]1S.CCCCCC.CCCCCC
- Energy above the lowest of the compared OMol25 structures with the same formula, charge and spin: 72.3 kcal per mole